Below is a cluster of 2 separate species, CH7N2O in total at a distorted geometry, with properties calculated with ωB97M-V/def2-TZVPD.

Each atom is followed by the atoms it is bonded to, with distances in Å.
Geometry (Å):
1 N 1.060 0.230 -0.715  C2 1.422, H7 1.026, H10 1.029
2 C 0.839 -0.407 0.537  N1 1.422, N3 1.356, H5 1.118, H6 1.108
3 N -0.461 -0.384 0.921  C2 1.356, H4 1.021
4 H -0.794 -0.391 1.886  N3 1.021
5 H 1.167 -1.470 0.424  C2 1.118
6 H 1.524 0.040 1.284  C2 1.108
7 H 0.243 0.264 -1.336  N1 1.026
8 H -1.274 0.292 0.001  O11 1.045
9 H -2.497 1.186 -0.849  O11 0.961
10 H 1.823 -0.136 -1.300  N1 1.029
11 O -1.628 0.776 -0.854  H8 1.045, H9 0.961

Output
Orbital gap in eV: 6.416
Charge: +1
2S+1: 1
E in Ha: -226.59595
E_HOMO in eV: -15.77

Here are the natural (NBO) charges for atoms 1 to 6, given in e: N -0.59; C -0.22; N -0.28; H 0.42; H 0.43; H 0.34